No. 1
C32H54O14 | the ωB97M-V functional and the def2-TZVPD basis

```
100
Properties=species:S:1:pos:R:3:forces:R:3
O 0.7238 -3.5544 6.2793 1.84 0.19 3.14
C 1.3607 -3.3540 7.3365 -2.43 0.15 -4.71
C 2.7349 -3.7516 7.6654 0.78 -1.49 0.71
C 3.0370 -2.9349 8.9080 0.89 -0.21 -0.19
C 1.6660 -2.4673 9.3693 2.29 0.58 1.28
O 0.8703 -2.5533 8.2735 -2.39 0.14 -1.27
H 2.7356 -4.8139 7.9094 -0.16 -0.22 -0.07
H 3.4218 -3.6672 6.8232 -0.19 0.34 0.06
H 3.5017 -3.4760 9.7322 0.41 0.03 -0.35
H 3.6591 -2.1103 8.5599 0.04 0.19 0.57
H 1.3046 -3.1083 10.1734 -0.23 0.36 0.19
H 1.8300 -1.4206 9.6257 -0.85 -0.05 0.60
O -0.2732 8.7883 -2.8987 0.74 -1.55 1.35
C 0.1483 7.9898 -2.0734 -1.74 1.14 -1.17
C -0.3947 6.6076 -1.6820 -0.01 0.42 -0.51
C 0.2006 6.3665 -0.3269 1.11 -0.22 -0.19
C 1.4973 7.2172 -0.3875 -0.70 -0.37 0.29
O 1.2381 8.2240 -1.3452 0.11 1.19 -0.26
H -1.4764 6.4859 -1.6267 0.11 0.36 -0.64
H 0.0423 5.9777 -2.4569 -0.22 -0.43 0.01
H -0.5122 6.7281 0.4141 0.34 -0.11 0.29
H 0.4630 5.3182 -0.1839 -0.26 0.06 0.35
H 1.6705 7.7078 0.5703 0.46 -0.13 -0.14
H 2.3595 6.6942 -0.8013 0.05 -0.37 0.64
O 5.3089 2.5761 -2.8447 0.46 -0.69 0.62
C 5.3599 1.9903 -3.8962 1.46 -1.33 4.10
C 5.9575 0.6216 -4.2538 0.08 -0.30 0.18
C 5.3127 0.3534 -5.5795 -0.52 -0.67 -0.87
C 4.9936 1.7586 -6.0847 0.35 -0.87 -0.76
O 4.8907 2.5464 -4.9174 -2.31 2.02 -3.81
H 7.0354 0.7289 -4.3753 0.08 0.08 0.26
H 5.7416 -0.1897 -3.5586 0.17 0.47 0.35
H 5.8292 -0.2921 -6.2898 0.67 0.47 -0.01
H 4.3994 -0.2323 -5.4752 -0.39 0.35 0.42
H 5.8106 2.2125 -6.6455 -0.18 -0.22 -0.46
H 4.0559 1.7076 -6.6381 0.11 0.71 0.00
O -0.2890 5.3417 -9.4380 -0.05 -0.41 -0.09
C -1.1746 4.9721 -8.7189 0.88 1.43 -0.35
C -1.8767 3.6664 -8.7141 -1.14 -0.64 0.18
C -2.6571 3.7121 -7.3794 -0.36 1.42 -0.15
C -2.8382 5.2585 -7.1886 1.12 -0.78 -0.20
O -1.6332 5.7932 -7.7466 0.11 0.12 0.28
H -2.5896 3.5926 -9.5353 -0.04 0.41 -0.20
H -1.1453 2.8987 -8.9669 -0.08 -0.22 0.71
H -3.6935 3.3768 -7.3408 0.37 -1.01 -0.24
H -2.0503 3.3691 -6.5414 -0.24 -0.25 -0.04
H -3.6177 5.7497 -7.7710 -0.55 -0.49 0.29
H -2.9013 5.4732 -6.1218 -0.01 0.40 -0.21
O 4.4318 -3.9689 1.4315 -0.35 -2.65 0.36
C 4.3638 -5.1513 1.7885 -2.52 3.37 -1.28
C 3.2053 -6.1638 1.5918 1.04 0.64 -0.64
C 3.8648 -7.4785 2.0177 -1.40 -0.25 -1.01
C 4.9884 -7.0431 2.8980 0.01 -0.15 0.44
O 5.2694 -5.6805 2.5205 2.82 -1.55 1.53
H 2.3508 -5.8754 2.2040 0.06 0.08 -0.08
H 2.9777 -6.0780 0.5293 -0.46 -0.31 0.13
H 3.1505 -8.1734 2.4594 0.14 0.11 0.34
H 4.2612 -8.0149 1.1556 0.04 0.18 -0.15
H 4.7282 -7.0270 3.9564 0.13 -0.09 0.01
H 5.8192 -7.7212 2.7027 0.45 0.62 0.36
C -7.1232 -1.1999 0.2506 1.96 -1.32 -0.68
C -8.2035 -0.3724 0.7082 -2.80 1.06 2.58
C -9.2101 0.1820 -0.3321 0.98 0.07 0.37
O -8.4024 -0.2346 1.9304 0.29 0.13 -2.58
H -6.2410 -0.6116 -0.0021 0.03 0.26 -0.10
H -7.3671 -1.7725 -0.6442 -0.08 0.00 0.02
H -6.8064 -1.8706 1.0492 -0.08 0.00 -0.03
H -9.1347 -0.3596 -1.2750 -0.41 -0.44 0.22
H -8.9370 1.1852 -0.6594 0.06 0.30 0.46
H -10.1997 0.2071 0.1241 0.07 -0.08 -0.27
C 0.4277 -0.8517 -1.8281 -0.60 1.92 -0.43
C -0.5389 -0.2121 -0.8151 -1.32 1.47 -1.64
C -0.6943 -0.8389 0.5354 -0.54 -0.01 0.49
O -1.1828 0.8069 -1.1561 1.59 -2.53 1.16
H 0.3532 -0.1718 -2.6767 0.12 0.16 -0.10
H 0.1592 -1.8025 -2.2885 0.25 -0.40 0.94
H 1.4365 -0.6927 -1.4470 0.14 -0.87 0.03
H 0.0721 -0.5114 1.2378 0.17 0.16 -0.14
H -0.6545 -1.9282 0.5356 0.15 -0.01 -0.33
H -1.6596 -0.5457 0.9483 0.05 0.11 0.02
C -2.4075 -7.3401 -0.8107 -1.15 0.38 0.64
C -2.6580 -6.5039 -2.0643 -0.28 -0.41 -0.45
C -3.6747 -5.3413 -2.0923 0.81 -0.97 0.12
O -2.0499 -6.7803 -3.0641 0.33 0.00 -0.51
H -1.5330 -6.9248 -0.3099 0.02 -0.16 0.10
H -2.3277 -8.4213 -0.9238 0.60 0.21 -0.86
H -3.2612 -7.3022 -0.1340 -0.01 0.62 0.27
H -3.5278 -4.7683 -1.1767 -0.51 0.22 -0.11
H -4.6681 -5.7789 -2.1906 -0.15 0.04 0.54
H -3.5376 -4.7633 -3.0062 0.33 0.08 0.25
C -1.3271 5.0955 6.5786 0.68 -0.46 -0.37
C -0.0416 4.2681 6.3188 -2.30 0.85 0.29
C -0.1807 2.7937 6.4200 1.34 -1.02 -0.42
O 0.9936 4.8106 6.0778 0.99 0.35 -0.23
H -1.9197 5.1342 5.6645 0.09 -0.02 -0.22
H -1.0370 6.1149 6.8333 -0.20 -0.14 0.22
H -1.9711 4.5945 7.3014 0.13 0.25 0.26
H -0.3772 2.4984 7.4507 -0.29 -0.06 -0.09
H 0.7999 2.4127 6.1346 0.16 -0.19 0.30
H -0.8353 2.2941 5.7058 -0.61 0.44 0.26
```
Positions in Å, forces in eV/Å.

Computed properties:
**HOMO energy**: -9.64 eV
**Kohn-Sham gap**: 9.73 eV
**LUMO level**: 0.0031 hartree

***

No. 2
C32H54O27 | the ωB97M-V functional and the def2-TZVPD basis

```
113
Properties=species:S:1:pos:R:3:forces:R:3
C -16.3411 12.3928 -15.8834 -0.11 -0.02 0.12
C -16.3488 10.8823 -16.0156 1.46 0.80 -0.63
C -15.3158 10.4410 -17.0895 -0.34 -0.06 -0.23
O -14.3464 9.6924 -16.3712 0.09 -0.39 0.50
C -14.6223 9.7168 -15.0330 -0.19 -0.42 -1.36
O -13.9246 9.2667 -14.1901 0.21 0.10 0.27
O -15.8290 10.2628 -14.8459 -0.67 0.16 0.85
H -15.3708 12.7889 -15.5763 0.15 -0.27 -0.11
H -17.0477 12.7616 -15.1393 -0.20 -0.09 -0.24
H -16.5461 12.7646 -16.8902 -0.25 0.36 0.18
H -17.3406 10.5130 -16.2641 -0.03 -0.20 0.36
H -14.7376 11.2067 -17.6007 -0.44 0.46 0.27
H -15.8516 9.8795 -17.8589 0.48 -0.53 0.09
C -14.6332 11.1192 -11.1067 0.32 -0.10 0.79
C -16.0604 11.1136 -11.6171 0.18 0.67 -1.02
O -16.6250 9.8199 -11.4114 0.55 -0.74 0.98
C -17.6593 9.2656 -12.0186 -0.23 -0.12 -0.09
O -18.0545 8.1624 -11.7530 0.08 0.29 -0.28
O -18.2037 10.0946 -12.9166 0.52 0.70 -0.54
C -19.1515 9.6131 -13.8485 -1.35 0.04 0.55
H -14.2207 12.0987 -10.8505 -0.63 0.31 -0.17
H -13.8909 10.6997 -11.7845 -0.35 -0.52 -0.07
H -14.6363 10.5911 -10.1504 0.26 -0.23 -0.13
H -16.0645 11.3329 -12.6841 -0.23 0.14 0.03
H -16.6605 11.8552 -11.0900 0.01 -0.16 -0.08
H -18.8412 8.7608 -14.4478 0.38 0.02 0.13
H -19.4515 10.4576 -14.4671 0.46 0.04 -0.16
H -20.0717 9.3584 -13.3161 0.11 -0.38 0.01
C -12.6930 19.4398 -11.7903 0.73 0.43 0.29
C -11.5902 19.2470 -12.8158 0.09 0.69 0.06
O -12.1625 19.3183 -14.1311 -0.09 -1.52 -0.23
C -12.4367 20.4957 -14.6532 0.60 0.11 -0.05
O -12.2580 21.5508 -14.1205 -0.01 0.70 0.07
O -12.8763 20.2898 -15.8945 -0.27 -0.68 -0.34
C -12.7212 21.3291 -16.8358 0.53 1.23 0.06
H -13.5452 18.8061 -12.0255 -0.05 0.04 -0.02
H -12.9535 20.4976 -11.7908 -0.40 -0.11 -0.08
H -12.3584 19.2269 -10.7732 0.05 -0.19 -0.06
H -11.0544 18.3030 -12.7237 -0.42 -0.25 -0.34
H -10.8059 20.0079 -12.8029 -0.23 0.18 0.48
H -12.9864 22.2985 -16.4085 -0.38 -0.14 -0.04
H -13.2990 21.1039 -17.7252 -0.21 -0.15 0.18
H -11.6742 21.4535 -17.1299 0.03 -0.37 0.04
C -12.6494 14.0741 -14.6669 -0.16 -0.56 -0.73
C -13.0928 13.4013 -13.3938 1.20 0.34 -0.60
O -13.4893 14.4453 -12.4827 -0.22 -0.88 0.15
C -14.7501 14.8516 -12.4352 0.23 -0.37 0.66
O -15.6729 14.4551 -13.0976 -0.11 0.13 -0.35
O -14.7981 15.7005 -11.4142 0.31 1.06 -0.64
C -15.8332 16.6670 -11.2879 -0.57 0.41 1.53
H -13.4517 14.6245 -15.1620 -0.06 0.17 0.25
H -12.3813 13.2903 -15.3825 0.30 0.15 0.03
H -11.8003 14.7288 -14.4812 -0.03 0.06 -0.11
H -12.2041 12.9637 -12.9349 -0.13 0.03 0.23
H -13.7405 12.5498 -13.6072 -0.84 0.53 0.56
H -15.8197 16.8232 -10.2061 -0.76 -0.27 0.03
H -16.7990 16.3514 -11.6708 0.10 -0.28 0.08
H -15.6890 17.7077 -11.5967 0.90 -0.46 -1.01
C -14.8430 12.2941 -20.0611 -0.63 1.71 -0.18
C -13.5768 13.1139 -19.7395 -0.71 -1.34 -1.97
O -13.0620 12.6635 -18.5099 -0.40 0.87 1.02
C -11.9510 11.9374 -18.4604 0.16 0.25 -0.24
O -11.3382 11.5163 -19.3955 0.20 -0.26 -0.31
O -11.6527 11.7902 -17.1773 0.11 -0.09 0.65
C -10.6305 10.8468 -16.8823 0.22 -1.34 0.19
H -14.6827 11.3052 -20.4764 0.06 -0.23 0.55
H -15.4822 12.8348 -20.7710 0.56 0.01 -0.48
H -15.5118 12.4037 -19.2043 0.21 -0.92 0.29
H -13.8578 14.1646 -19.7536 0.36 0.10 0.73
H -12.8447 12.9417 -20.5303 0.12 0.15 0.13
H -10.7192 10.4888 -15.8570 -0.35 0.61 0.16
H -9.6154 11.2100 -17.0168 -0.12 0.35 -0.31
H -10.7863 9.9384 -17.4642 0.17 0.19 -0.34
O -14.5403 13.8348 -7.9550 -0.31 0.42 0.86
C -15.6852 13.9297 -8.2576 -0.27 -0.88 -1.46
O -16.0660 13.7048 -9.5483 0.43 0.04 -0.78
C -17.4351 13.9599 -9.7824 -0.53 0.36 1.78
C -17.9269 14.1733 -8.3221 -1.53 -1.26 -1.09
O -16.7796 14.1529 -7.5114 0.85 0.92 0.64
H -17.5987 14.8414 -10.3962 0.22 -0.15 -0.20
H -17.9736 13.0881 -10.1468 0.39 0.05 -0.53
H -18.5140 13.2813 -8.0840 -0.01 0.21 0.38
H -18.5994 15.0245 -8.2287 0.59 0.35 0.46
O -19.8557 17.2725 -12.3620 -0.25 -0.40 -0.10
C -19.1679 16.8602 -13.2417 0.64 1.81 0.78
O -17.9872 17.4822 -13.5620 -0.06 -0.18 0.01
C -17.3591 16.7662 -14.5918 0.88 -1.77 -0.60
C -18.2011 15.4697 -14.7477 0.47 1.39 0.39
O -19.3850 15.8334 -14.0203 -0.82 -1.50 -1.05
H -17.2518 17.3146 -15.5265 -0.38 0.36 0.17
H -16.3733 16.3767 -14.3252 0.13 0.72 0.35
H -17.7494 14.6346 -14.2210 0.06 -0.05 -0.18
H -18.3336 15.2871 -15.8103 -0.74 -0.33 0.15
O -14.1231 20.3536 -7.6598 0.35 0.52 0.15
C -14.0638 19.2116 -7.3594 -0.47 -0.65 -0.77
O -13.6516 18.2245 -8.2064 -0.35 0.21 -0.64
C -14.1160 16.9500 -7.7571 0.44 0.52 0.93
C -14.3571 17.2579 -6.2752 0.29 -1.08 0.99
O -14.4796 18.6745 -6.2098 -0.22 -0.05 0.23
H -15.0626 16.6302 -8.1959 0.10 0.33 -0.48
H -13.3201 16.2521 -7.9924 -0.16 -0.27 0.31
H -13.5677 16.9392 -5.5910 0.39 0.16 -0.37
H -15.2399 16.7808 -5.8491 -0.30 0.26 -0.37
O -9.7645 15.2367 -7.2153 -0.28 0.46 -0.55
C -10.1317 15.2814 -8.3484 0.27 -0.47 -0.08
O -9.7734 14.3797 -9.2914 -0.24 -0.95 -0.43
C -10.6832 14.4464 -10.3847 -0.45 1.37 -0.92
C -11.2690 15.8833 -10.2660 -0.29 -1.35 0.83
O -10.9459 16.1815 -8.9176 0.20 1.25 1.20
H -10.1756 14.3337 -11.3402 0.33 -0.23 0.21
H -11.5350 13.7660 -10.3653 0.40 -0.51 0.58
H -12.3564 15.8341 -10.2106 0.03 0.31 -1.01
H -10.8483 16.6053 -10.9634 -0.13 0.11 0.17
```
Positions in Å, forces in eV/Å.

Computed properties:
**HOMO energy**: -10.82 eV
**Kohn-Sham gap**: 10.72 eV
**LUMO level**: -0.0037 hartree